(1)
Computed, not measured: a molecular structure, C11H16P2S7SbTc, with wB97M-V/def2-TZVPD.

The geometry in XYZ format:
```
38
Properties=species:S:1:pos:R:3:forces:R:3:nbo_charge:R:1
Tc -11.952 -6.278 2.531 -2.01 0.40 -0.75 -0.2064
C -13.111 -9.594 3.019 0.62 0.94 0.77 -0.9172
P -11.581 -8.628 3.068 0.58 0.37 0.66 1.1775
C -10.601 -9.488 1.855 -0.11 -0.76 -0.53 -0.9736
C -10.705 -8.663 4.682 0.24 -0.09 1.12 -0.3905
C -9.956 -9.720 5.261 0.06 -0.38 -1.57 -0.1026
C -9.376 -9.638 6.520 -0.35 0.20 -0.14 -0.1819
C -9.576 -8.463 7.224 0.56 -0.46 1.44 -0.1426
C -10.329 -7.429 6.741 0.56 0.54 -0.37 -0.1952
C -10.842 -7.500 5.466 -1.49 -0.76 -0.81 -0.3573
P -12.066 -6.296 4.899 1.26 0.86 0.78 1.2356
C -13.686 -6.740 5.522 -0.26 0.15 -0.10 -0.9667
C -11.502 -4.777 5.746 -1.91 -0.22 -0.77 -0.9362
H -12.845 -10.555 3.449 -0.58 -0.24 -0.03 0.2716
H -13.328 -9.605 1.972 -0.31 -0.53 -0.71 0.2630
H -13.920 -9.042 3.498 -0.02 -0.50 0.23 0.2550
H -10.537 -10.579 2.067 0.11 0.72 0.10 0.2810
H -9.621 -9.053 1.695 0.13 -0.06 0.05 0.2719
H -11.202 -9.401 0.947 0.26 -0.01 -0.22 0.2670
H -9.747 -10.596 4.639 -0.22 0.09 0.32 0.2222
H -8.802 -10.451 6.980 -0.26 0.31 -0.51 0.2600
H -9.158 -8.357 8.226 0.00 -0.09 -0.28 0.2465
H -10.379 -6.517 7.305 -0.28 0.16 0.29 0.2340
H -13.659 -6.932 6.594 0.02 0.03 -0.02 0.2825
H -13.982 -7.627 4.990 -0.26 -0.55 0.02 0.2469
H -14.433 -5.980 5.271 0.25 0.07 0.17 0.2832
H -11.726 -4.736 6.799 -0.28 -0.18 0.35 0.2704
H -11.957 -3.935 5.243 -0.11 0.38 0.04 0.2641
H -10.474 -4.750 5.601 1.99 0.22 -0.26 0.2557
S -15.170 -4.489 -0.083 0.24 0.16 0.45 0.3732
C -14.276 -5.212 1.000 -0.09 -0.55 0.32 -0.5851
S -13.659 -4.843 2.674 0.18 0.32 -0.31 0.3130
S -13.582 -6.850 0.963 1.14 -0.22 0.10 0.1725
S -7.516 -5.178 0.263 0.04 0.21 -0.14 -0.2518
Sb -5.827 -5.139 2.125 0.15 0.05 0.37 1.0801
S -8.959 -6.340 1.008 -0.28 -0.20 0.20 0.0580
S -10.212 -5.080 2.104 0.50 -0.45 0.22 0.2306
S -6.921 -5.731 3.939 -0.08 0.06 -0.49 -0.6083
```
Positions in Å, forces in eV/Å.

Properties
- HOMO (alpha / beta) (eV) = -14.325 / -14.324
- frontier orbital gap (alpha / beta) (Ha) = 0.2067 / 0.2066
- DFT total energy (Ha) = -4219.3021
- charge = +2
- LUMO level (alpha / beta) (eV) = -8.70 / -8.70
- energy relative to the best compared isomer or geometry (same formula, charge and spin) (kcal per mole) = 0.0

=====

(2)
Computed, not measured: a molecular structure, C11H17AuCl, with wB97M-V/def2-TZVPD.

The geometry in XYZ format:
```
30
Properties=species:S:1:pos:R:3:forces:R:3:nbo_charge:R:1
Au -0.488 0.590 1.861 0.07 -0.15 0.73 0.3858
C 0.132 -1.189 -0.812 -0.52 -0.19 0.01 -0.1002
C 1.194 -0.253 -0.826 0.29 0.40 -0.06 -0.0976
C 0.681 1.000 -0.553 0.11 0.01 0.06 -0.0529
C -0.738 0.877 -0.269 -0.07 0.17 -0.49 -0.3104
C -1.047 -0.515 -0.541 0.03 -0.17 -0.02 -0.0547
C -2.410 -1.138 -0.585 0.18 -0.06 0.08 -0.6316
C -1.691 2.007 -0.605 0.15 -0.24 -0.04 -0.6135
C 1.425 2.297 -0.650 -0.01 -0.13 0.14 -0.6328
C 2.650 -0.557 -1.023 -0.16 0.10 0.02 -0.6255
C 0.234 -2.679 -0.942 -0.09 0.19 0.01 -0.6260
H -2.527 -1.698 -1.518 -0.11 -0.02 0.02 0.1935
H -3.202 -0.390 -0.537 -0.03 0.01 0.03 0.2021
H -2.561 -1.840 0.240 -0.09 -0.04 0.01 0.2068
H -1.661 2.219 -1.680 -0.09 0.10 -0.10 0.1767
H -1.430 2.919 -0.071 -0.01 0.10 0.02 0.2038
H -2.718 1.755 -0.340 -0.05 0.03 0.04 0.2016
H 0.814 3.051 -1.149 0.02 0.11 -0.06 0.1956
H 2.337 2.157 -1.231 0.08 0.08 -0.06 0.1984
H 1.712 2.701 0.322 0.02 0.05 0.06 0.2060
H 3.038 -0.087 -1.933 0.10 -0.03 -0.01 0.1919
H 2.824 -1.629 -1.100 0.07 -0.04 -0.04 0.1995
H 3.232 -0.184 -0.179 0.16 -0.01 0.01 0.2028
H -0.290 -3.160 -0.113 0.01 -0.13 -0.02 0.2065
H 1.271 -3.011 -0.916 0.03 -0.09 -0.03 0.1982
H -0.215 -3.039 -1.874 0.02 -0.09 -0.01 0.1903
Cl -0.214 -1.564 4.266 -0.01 -0.57 0.12 -0.1888
C -0.192 0.214 3.896 -0.01 0.50 -0.12 -0.7796
H 0.780 0.532 4.279 -0.06 0.05 -0.13 0.1769
H -0.940 0.616 4.583 0.00 0.08 -0.18 0.1772
```
Positions in Å, forces in eV/Å.

Properties
- HOMO (eV) = -3.184
- frontier orbital gap (Ha) = 0.2513
- DFT total energy (Ha) = -1025.2481
- charge = -1
- LUMO level (eV) = 3.65

=====

(3)
Computed, not measured: a molecular structure, C11H17BBr12NO2, with wB97M-V/def2-TZVPD.

The geometry in XYZ format:
```
44
Properties=species:S:1:pos:R:3:forces:R:3:nbo_charge:R:1
C -2.290 1.066 1.365 -0.19 -0.11 0.44 -0.3819
C -2.625 0.646 2.592 -0.12 0.03 -0.31 -0.1780
C -1.786 -0.313 3.404 0.82 1.22 -0.58 -0.5731
C -1.521 -1.576 2.661 -0.61 -0.28 0.07 0.5331
N -0.516 -2.353 2.892 0.08 -0.07 0.10 -0.4680
C -0.469 -3.500 1.943 0.53 0.75 -0.51 -0.2125
C -1.132 -2.811 0.743 -0.50 0.06 0.33 -0.5560
B -1.382 -3.644 -0.599 0.00 -0.17 -0.04 1.1721
O -2.324 -4.649 -0.661 0.26 0.46 0.43 -0.9127
O -0.632 -3.317 -1.692 -0.80 0.00 0.01 -0.8830
C -2.324 -2.194 1.534 1.08 -0.36 0.43 -0.4623
H -3.083 1.268 0.656 0.06 1.12 0.20 0.2210
H -1.268 1.208 1.029 0.10 -0.93 -0.26 0.2074
H -3.557 1.000 3.018 -0.47 -0.81 -0.26 0.2261
H -2.193 -0.491 4.396 0.02 -0.17 0.08 0.2757
H -0.790 0.151 3.527 -0.43 -0.35 0.17 0.2792
H 0.208 -2.201 3.590 -0.07 0.08 0.10 0.4403
H 0.557 -3.781 1.731 0.10 -0.14 0.32 0.2414
H -1.050 -4.315 2.368 0.03 -0.23 -0.13 0.2281
H -0.471 -1.960 0.545 0.14 -0.11 -0.44 0.2173
H -3.135 -4.266 -1.012 -0.26 -0.48 -0.28 0.5089
H -0.581 -2.356 -1.769 0.74 0.14 -0.17 0.5036
H -2.777 -3.057 2.039 -0.75 0.14 -0.23 0.2493
H -3.029 -1.553 1.033 -0.08 0.11 -0.01 0.2623
C 1.455 -1.595 -4.167 0.07 -0.11 -0.08 -0.5040
Br 1.705 -1.403 -6.058 -0.02 0.03 0.09 0.1283
Br 3.087 -1.313 -3.186 -0.06 -0.01 0.00 0.0965
Br 0.039 -0.445 -3.526 0.00 0.00 0.05 0.0610
H 1.143 -2.613 -3.982 -0.03 0.00 0.02 0.2306
C 1.459 3.574 -4.888 0.03 -0.01 -0.07 -0.5016
Br 0.707 3.550 -6.657 0.04 -0.02 0.09 0.1014
Br 0.098 3.388 -3.537 -0.01 0.08 0.02 0.0683
Br 2.844 2.254 -4.681 -0.04 0.03 0.01 0.0893
H 1.917 4.543 -4.745 -0.01 0.01 0.02 0.2316
C 1.090 -1.060 6.281 -0.06 0.01 0.17 -0.5167
Br 0.753 0.591 5.336 0.49 0.17 0.42 0.0964
Br 2.325 -2.174 5.302 -0.05 -0.01 -0.06 0.0944
Br 1.656 -0.750 8.083 0.02 -0.01 -0.13 0.1568
H 0.154 -1.598 6.326 -0.01 0.01 0.03 0.2170
C 3.672 7.641 -4.258 -0.04 0.04 0.02 -0.4992
Br 2.767 9.288 -3.855 0.02 -0.07 -0.01 0.1082
Br 3.491 6.357 -2.831 -0.01 0.00 -0.02 0.0805
Br 3.085 6.897 -5.933 -0.02 0.00 -0.02 0.0936
H 4.723 7.866 -4.357 0.02 -0.02 0.01 0.2291
```
Positions in Å, forces in eV/Å.

Properties
- HOMO (eV) = -11.750
- frontier orbital gap (Ha) = 0.2958
- DFT total energy (Ha) = -31547.3542
- charge = +1
- LUMO level (eV) = -3.70

=====

(4)
Computed, not measured: a molecular structure, C11H17BN6O3STi, with wB97M-V/def2-TZVPD.

The geometry in XYZ format:
```
40
Properties=species:S:1:pos:R:3:forces:R:3:nbo_charge:R:1
C 2.978 -0.587 0.140 -0.20 0.39 -1.49 0.0225
N 1.687 -0.426 -0.228 -0.01 0.20 0.24 -0.3768
N 1.702 0.153 -1.498 -0.15 -0.41 0.40 -0.3429
C 2.976 0.223 -1.934 0.10 -0.13 0.77 0.0500
C 3.827 -0.190 -0.918 -0.90 -0.11 0.33 -0.3175
B 0.490 0.336 -2.460 0.76 -0.77 -0.17 0.5614
N -0.404 -0.890 -2.131 -0.16 -0.43 -0.07 -0.3068
N -0.755 -1.419 -0.902 -1.14 0.10 -0.26 -0.4121
C -1.605 -2.453 -1.171 0.67 0.62 -0.85 -0.0033
C -1.654 -2.671 -2.544 -0.60 -0.45 -0.02 -0.3096
C -0.891 -1.671 -3.118 -0.05 0.36 0.82 0.0661
Ti -0.059 -1.136 1.135 5.66 4.88 -4.52 1.5389
N -0.277 1.744 -2.471 0.08 1.36 -1.79 -0.3076
N -1.070 2.032 -1.405 -0.42 0.34 1.46 -0.0807
C -1.506 3.269 -1.491 0.37 -0.25 -0.54 -0.0776
C -1.139 3.779 -2.761 -0.99 0.77 1.77 -0.0352
C -0.349 2.791 -3.358 1.35 -3.76 1.12 0.1633
H -2.041 3.730 -0.679 -0.26 0.01 -0.17 0.2579
H 0.154 2.775 -4.308 0.08 -0.03 -0.17 0.2649
H -1.437 4.717 -3.144 -0.11 0.73 -0.56 0.2626
H 0.866 0.232 -3.613 -0.04 0.01 0.49 -0.0202
H -0.662 -1.431 -4.153 -0.17 -0.17 0.33 0.2580
H 3.167 0.488 -2.968 0.10 0.20 0.35 0.2464
H -2.209 -3.438 -3.065 0.06 0.11 0.11 0.2700
H 4.891 -0.203 -0.932 0.41 -0.10 -0.03 0.2627
H -2.212 -2.892 -0.388 0.50 -0.36 -0.33 0.2179
H 3.237 -1.004 1.104 -0.05 0.11 -0.08 0.2413
H -1.897 -0.566 1.235 -0.40 -0.23 0.20 0.2855
C -1.991 -1.538 1.783 -1.30 -0.63 0.93 -0.8097
H -2.741 -2.112 1.244 0.32 -0.27 0.01 0.3072
H -0.987 -2.163 1.981 -3.43 -1.10 1.49 0.1602
H -2.456 -1.320 2.745 0.48 -0.04 0.19 0.3211
C -0.166 1.345 4.141 0.26 -0.11 -0.28 -0.8579
S 0.764 0.931 2.650 0.59 -0.63 0.61 2.3232
O 1.918 1.768 2.526 -1.14 -0.97 -0.02 -0.8172
O 1.026 -0.624 2.759 -0.49 1.16 -0.45 -0.9186
O -0.182 0.882 1.454 -0.06 -0.25 0.64 -0.9200
H 0.218 0.696 4.927 0.06 0.01 -0.04 0.2853
H -1.230 1.172 3.993 0.08 -0.10 -0.15 0.2553
H 0.008 2.387 4.412 0.13 -0.08 -0.27 0.2921
```
Positions in Å, forces in eV/Å.

Properties
- HOMO (alpha / beta) (eV) = -15.110 / -15.112
- frontier orbital gap (alpha / beta) (Ha) = 0.2601 / 0.1850
- ⟨S²⟩ = 2.0198
- DFT total energy (Ha) = -2255.5202
- charge = +2
- multiplicity = 3
- LUMO level (alpha / beta) (eV) = -8.03 / -10.08

=====

(5)
Computed, not measured: a molecular structure, C11H17BN6OSn, with wB97M-V/def2-TZVPD.

The geometry in XYZ format:
```
37
Properties=species:S:1:pos:R:3:forces:R:3:nbo_charge:R:1
C 2.759 -0.212 0.741 0.09 0.28 -1.32 0.0312
N 1.532 -0.166 0.174 -0.19 -0.28 0.62 -0.4483
N 1.677 -0.039 -1.178 0.08 -0.30 0.05 -0.3077
C 2.986 -0.010 -1.471 -0.42 -0.03 0.58 0.0678
C 3.699 -0.109 -0.282 0.11 -0.09 0.34 -0.3076
B 0.469 0.146 -2.137 -0.06 0.90 0.59 0.5305
N -0.490 -1.050 -1.861 -0.01 -0.42 0.12 -0.2827
N -0.866 -1.428 -0.602 -0.62 0.39 1.18 -0.4538
C -1.712 -2.478 -0.692 0.37 0.17 -1.26 -0.0016
C -1.816 -2.813 -2.034 -0.40 -0.44 0.17 -0.2916
C -1.031 -1.908 -2.742 0.03 0.39 1.11 0.0839
Sn -0.351 -0.373 1.224 5.61 6.31 -7.35 2.2302
N -0.239 1.490 -1.715 -0.09 -0.73 0.37 -0.3373
N -0.660 1.684 -0.425 -0.02 -1.40 1.04 -0.3512
C -1.158 2.919 -0.324 0.21 0.00 -1.02 0.0013
C -1.057 3.541 -1.582 -0.03 -0.11 0.24 -0.3143
C -0.474 2.607 -2.430 -0.17 -0.07 0.76 0.0409
H -1.550 3.301 0.609 0.06 -0.04 -0.14 0.2363
H -0.205 2.641 -3.479 -0.06 0.11 0.20 0.2556
H -1.371 4.538 -1.825 0.01 0.06 -0.05 0.2664
H 0.808 0.197 -3.290 -0.12 -0.15 0.35 0.0168
H -0.810 -1.808 -3.792 -0.09 -0.04 -0.01 0.2711
H 3.302 0.076 -2.501 0.05 0.05 0.17 0.2608
H -2.397 -3.617 -2.441 -0.05 -0.11 -0.09 0.2761
H 4.765 -0.105 -0.159 0.12 0.00 -0.05 0.2705
H -2.181 -2.917 0.177 0.11 -0.10 -0.20 0.2225
H 2.876 -0.263 1.809 0.04 -0.10 -0.06 0.2545
H -2.396 -0.303 1.872 0.31 -0.42 0.15 0.3222
C -1.934 -1.186 2.403 -1.15 -1.99 1.34 -0.9066
H -2.545 -2.058 2.107 0.18 0.45 0.35 0.3368
H -0.803 -1.620 2.206 -3.16 -1.88 2.48 0.1968
H -1.948 -0.966 3.484 0.14 -0.20 -0.47 0.3483
C 0.598 0.460 4.083 -0.19 -0.03 1.24 -0.2678
O 0.732 0.273 2.694 -0.76 -0.31 -1.09 -0.8629
H 1.462 1.072 4.368 -0.30 -0.08 0.11 0.2361
H 0.658 -0.496 4.631 -0.01 0.28 -0.22 0.1902
H -0.328 0.980 4.383 0.37 -0.08 -0.24 0.1867
```
Positions in Å, forces in eV/Å.

Properties
- HOMO (eV) = -15.444
- frontier orbital gap (Ha) = 0.2489
- DFT total energy (Ha) = -1071.6087
- charge = +2
- LUMO level (eV) = -8.67

=====

(6)
Computed, not measured: 2 unconnected molecules or ions with the total composition C11H17Br2N2O2S, with wB97M-V/def2-TZVPD.

The geometry in XYZ format:
```
35
Properties=species:S:1:pos:R:3:forces:R:3:nbo_charge:R:1
C -2.035 -1.217 0.088 0.01 -0.37 0.16 -0.6761
C -1.461 -1.116 1.501 0.44 0.04 -0.74 -0.2382
Br -0.019 -2.468 1.634 -0.12 0.11 0.31 0.0116
C -0.760 0.228 1.774 -0.36 -0.70 -0.08 -0.1282
Br -1.760 1.782 1.200 0.01 -0.19 0.26 0.1106
N -0.432 0.305 3.237 -0.37 0.46 -1.75 -0.0966
C -1.423 0.515 4.079 -0.14 -0.15 0.60 0.0899
C -1.136 0.541 5.423 -0.86 0.03 -0.08 -0.1706
C 0.153 0.344 5.763 1.09 0.02 1.50 -0.1364
C 1.133 0.163 4.800 -0.07 -0.14 -0.22 0.0425
N 0.833 0.145 3.523 0.25 0.05 0.01 -0.1137
H -1.906 -2.243 -0.245 -0.19 -0.06 -0.08 0.2481
H -1.506 -0.593 -0.630 -0.09 0.03 0.23 0.2737
H -3.100 -1.000 0.061 -0.04 0.24 0.10 0.2344
H -2.167 -1.393 2.277 -0.12 0.11 0.04 0.2235
H 0.161 0.227 1.210 0.28 0.24 0.19 0.2732
H -2.426 0.638 3.711 -0.03 0.05 -0.41 0.2658
H -1.921 0.688 6.145 -0.06 0.05 0.11 0.2648
H 0.453 0.344 6.801 0.00 -0.02 0.09 0.2577
H 2.166 0.010 5.061 0.17 0.03 -0.10 0.2478
C 1.405 1.321 -4.567 0.06 -0.04 0.13 -0.4061
C 2.435 0.308 -4.050 -0.05 0.02 -0.07 -0.4025
C 1.806 -0.412 -2.849 0.37 0.07 -0.03 -0.6749
S 0.031 -0.381 -3.123 0.25 0.05 -0.47 2.1690
O -0.587 0.428 -2.090 0.12 -0.04 -0.05 -0.9752
O -0.442 -1.710 -3.401 -0.22 -0.02 0.31 -0.9293
C 0.080 0.569 -4.636 0.10 0.30 -0.17 -0.6719
H 1.686 1.722 -5.539 -0.02 0.00 0.00 0.2362
H 1.324 2.156 -3.868 -0.03 0.02 -0.03 0.2144
H 2.661 -0.416 -4.835 -0.02 -0.01 0.01 0.2171
H 3.370 0.790 -3.771 0.00 -0.02 0.01 0.2312
H 2.132 -1.446 -2.773 -0.14 -0.04 0.08 0.2590
H 2.009 0.111 -1.916 -0.11 0.01 0.01 0.2393
H -0.789 1.221 -4.686 -0.08 -0.10 0.09 0.2605
H 0.067 -0.137 -5.466 -0.04 -0.06 0.05 0.2493
```
Positions in Å, forces in eV/Å.

Properties
- HOMO (eV) = -12.695
- frontier orbital gap (Ha) = 0.2888
- DFT total energy (Ha) = -6235.2731
- charge = +1
- LUMO level (eV) = -4.84

=====

(7)
Computed, not measured: a molecular structure, C11H17Br9N4O4, with wB97M-V/def2-TZVPD.

The geometry in XYZ format:
```
45
Properties=species:S:1:pos:R:3:forces:R:3:nbo_charge:R:1
C 8.112 -21.186 3.569 0.67 -0.20 -0.49 -0.4571
Br 9.947 -20.976 2.756 -1.02 -0.41 0.65 0.0328
Br 7.473 -23.048 3.477 0.41 1.08 -0.05 0.0845
Br 6.958 -19.919 2.702 -0.05 -0.34 0.24 0.1186
H 8.220 -20.922 4.621 -0.14 -0.13 -0.34 0.2218
C 10.841 -24.935 4.640 1.36 -0.88 -0.35 -0.4283
Br 11.390 -26.443 5.845 -0.60 0.75 -0.91 0.0546
Br 10.204 -25.555 2.849 0.49 0.39 1.48 0.0846
Br 12.499 -23.808 4.433 -1.48 -0.54 0.08 0.0596
H 10.042 -24.422 5.175 0.27 0.13 -0.44 0.2130
C 8.758 -23.504 7.990 1.38 -1.20 -0.54 -0.3717
Br 10.245 -24.475 9.082 -1.71 1.11 -1.18 0.0569
Br 7.612 -24.886 7.014 1.52 1.42 1.08 0.0633
Br 9.649 -22.215 6.681 -0.88 -1.14 1.30 0.0441
H 8.170 -22.945 8.718 -0.04 -0.14 -0.29 0.2209
C 6.412 -23.736 10.922 0.69 0.88 1.53 -0.2559
C 6.531 -25.030 11.548 1.48 3.77 -0.96 -0.3256
C 7.612 -25.121 12.439 0.93 0.93 -0.06 0.2911
C 8.506 -24.038 12.793 -2.08 -2.83 -0.74 -0.2445
C 8.210 -22.832 12.278 1.32 1.18 -0.21 -0.2440
C 7.238 -22.635 11.318 -1.57 -0.39 -0.46 0.2523
O 6.970 -21.372 10.833 -0.91 -1.43 -0.39 -0.7086
O 7.904 -26.329 12.963 -0.43 -0.65 0.03 -0.6508
H 5.570 -23.467 10.302 -0.02 -0.25 -0.35 0.2100
H 5.892 -25.780 11.105 0.16 -0.60 0.66 0.2249
H 9.394 -24.235 13.375 -0.22 -0.05 0.25 0.2313
H 8.892 -22.049 12.575 -0.19 0.58 -0.19 0.2148
H 7.665 -20.722 10.959 0.65 0.33 0.08 0.5185
H 7.165 -26.796 12.566 0.24 -1.39 0.51 0.4715
C 9.825 -18.969 10.273 -2.24 -0.22 -1.53 0.7655
O 8.645 -19.186 10.484 -0.89 -0.55 1.01 -0.7018
N 10.531 -19.672 9.423 0.83 -2.38 -1.23 -0.8272
N 10.454 -17.896 10.633 2.05 5.23 2.01 -0.8125
H 9.918 -20.246 8.860 0.97 -0.42 -0.34 0.4196
H 11.493 -19.417 9.255 -0.40 -0.61 -0.52 0.3957
H 11.191 -17.531 10.046 0.21 -0.64 0.02 0.3764
H 9.912 -17.075 10.861 -0.49 -0.52 0.69 0.4018
C 4.436 -22.676 6.369 0.74 0.95 0.05 0.7538
O 4.792 -21.931 5.484 -0.21 0.69 -0.71 -0.6673
N 4.611 -23.972 6.394 0.70 -4.18 -2.39 -0.8483
N 3.885 -22.361 7.521 -0.97 2.29 1.32 -0.8358
H 4.826 -24.475 7.243 0.01 0.08 -0.56 0.3902
H 4.939 -24.299 5.497 0.28 -0.62 0.43 0.3990
H 3.963 -21.368 7.689 -0.48 -0.32 1.17 0.4153
H 3.722 -23.164 8.112 -0.36 1.26 0.66 0.3927
```
Positions in Å, forces in eV/Å.

Properties
- HOMO (eV) = -7.925
- frontier orbital gap (Ha) = 0.2472
- DFT total energy (Ha) = -24115.4124
- LUMO level (eV) = -1.20

=====

Q: Which of these has the highest DFT total energy?
A: C11H17AuCl

=====

Q: What is the formula in the sixth record?
A: C11H17Br2N2O2S